H2NOP | ωB97M-V/def2-TZVPD

Calculated values
* DFT total energy: -472.3745 Eh
* maximum force: 5.57 eV/Å
* HOMO (alpha / beta): -10.9 / -10.8 eV
* E_LUMO (alpha / beta): -2.85 / -2.98 eV

XYZ file:
```
5
Properties=species:S:1:pos:R:3:nbo_charge:R:1
P -0.6024 -0.0089 0.4470 1.466
O -1.8366 0.8825 0.3533 -0.982
N -1.0035 -1.1504 1.4870 -0.372
H -0.6009 -0.9448 -0.6396 -0.073
H 0.5796 0.6677 0.1548 -0.039
```

***

C43H33N5O2P2Se2Sr | ωB97M-V/def2-TZVPD

Calculated values
* DFT total energy: -7599.0026 Eh
* maximum force: 3.12 eV/Å
* HOMO: -7.5 eV
* E_LUMO: -0.73 eV

XYZ file:
```
88
Properties=species:S:1:pos:R:3:nbo_charge:R:1
Sr -0.9335 0.2470 0.6578 1.773
Se -1.8178 -1.9731 -1.0870 -0.580
Se -6.1490 4.5020 -1.0557 -0.460
P -5.9997 2.5030 -0.4505 1.241
P -3.5630 -0.8678 -1.6402 1.328
O -2.6629 0.0429 1.8142 -0.815
O 1.2591 -0.3231 0.3182 -0.588
N -2.2248 2.3472 -0.2069 -0.164
N -0.6047 -0.6267 3.8069 -0.158
N -0.0374 -0.4084 2.6769 -0.475
N -2.2373 1.2222 -0.8943 -0.450
N -3.4483 2.7614 0.0054 -0.236
C 2.0247 -0.6264 1.4321 0.250
C -3.5156 0.8434 -1.0914 -0.311
C -9.3241 1.0606 -2.2717 -0.209
C -3.6981 -0.8663 -3.4544 -0.424
C -4.6178 -0.0767 4.7981 -0.101
C -2.6364 -0.2927 -4.1524 -0.111
C -2.3433 -0.7512 5.3941 0.069
C -8.8161 0.2943 -3.3137 -0.195
C -7.0993 -3.2472 0.0158 -0.183
C -7.4465 0.1485 -3.4620 -0.222
C -4.7833 -1.3964 -4.1436 -0.206
C -2.6562 -0.2621 -5.5357 -0.224
C -2.9134 -0.0795 3.0515 0.445
C -4.1066 -0.8796 7.0743 -0.165
C -3.7343 -0.8020 -6.2252 -0.188
C -3.2172 -1.3532 8.0058 -0.237
C -6.0349 3.1839 2.2082 -0.185
C -4.3034 1.8686 -0.5329 -0.287
C -6.5805 0.7480 -2.5595 -0.126
C -1.4494 -1.2239 6.3713 -0.218
C 3.3836 -0.8885 1.3740 -0.277
C -7.4083 1.2708 1.6942 -0.237
C -5.1773 -3.0709 -1.4098 -0.174
C -7.8076 1.2037 3.0218 -0.218
C 2.0858 -0.9561 3.8193 -0.215
C 3.4410 -1.2247 3.7513 -0.216
C 1.8584 -0.4693 -0.9641 -0.261
C -5.8520 -1.1947 -0.0508 -0.108
C 1.3518 -0.6590 2.6699 0.138
C -6.8993 -1.9501 0.4577 -0.220
C -6.4336 3.1098 3.5324 -0.209
C -7.3274 2.1278 3.9378 -0.204
C 4.0904 -1.1903 2.5287 -0.204
C -6.5278 2.2667 1.2816 -0.311
C -5.0016 -1.7494 -0.9970 -0.422
C -8.4619 1.6730 -1.3793 -0.175
C -1.9181 -0.4622 4.0276 -0.004
C -7.0832 1.4937 -1.5010 -0.413
C -1.8746 -1.5151 7.6461 -0.198
C -3.6893 -0.5677 5.7696 -0.138
C -4.7942 -1.3637 -5.5310 -0.207
C -6.2357 -3.8107 -0.9145 -0.213
C -4.2536 0.1506 3.5193 -0.295
H -8.8514 2.3163 -0.6012 0.230
H -5.6347 -1.7734 -6.0771 0.217
H 1.5654 -0.9619 4.7639 0.234
H 1.0542 -0.3831 -1.6939 0.214
H -9.4907 -0.1727 -4.0200 0.215
H -7.7835 0.5534 0.9787 0.221
H 5.1505 -1.3948 2.4642 0.218
H 3.9894 -1.4610 4.6535 0.218
H -8.5037 0.4355 3.3353 0.215
H -1.8322 0.1808 -6.0798 0.219
H -6.3814 -4.8313 -1.2436 0.220
H -5.6420 0.1033 5.1057 0.212
H -7.9224 -3.8294 0.4103 0.218
H -6.0508 3.8274 4.2467 0.221
H -4.9666 0.5094 2.7870 0.226
H -5.3481 3.9503 1.8690 0.253
H -4.4709 -3.5141 -2.1009 0.232
H 2.6010 0.3098 -1.1436 0.189
H -3.7460 -0.7801 -7.3072 0.219
H 2.3181 -1.4515 -1.0783 0.197
H -7.5500 -1.5286 1.2121 0.216
H -7.6588 2.0885 4.9681 0.216
H -1.8075 0.1307 -3.5977 0.223
H -10.3922 1.1985 -2.1645 0.218
H -0.4145 -1.3659 6.0992 0.220
H -5.6688 -0.1949 0.3142 0.212
H -3.5498 -1.6009 9.0051 0.213
H -5.5099 0.6537 -2.6905 0.204
H -7.0424 -0.4177 -4.2921 0.214
H -5.6191 -1.8190 -3.6024 0.235
H -1.1690 -1.8716 8.3859 0.211
H 3.9059 -0.8638 0.4277 0.221
H -5.1516 -0.7448 7.3295 0.206
```